DFT (ωB97M-V with the def2-TZVPD basis set) results for an isolated ion of composition C21H23F2N2 and charge +1.

Values from the calculation:
Charge   +1
E_HOMO   -12.3 eV
DFT total energy   -30558.5128 eV
SMILES string   C[n+]1ccn(C(C)(C)C)c1C(c1cccc(F)c1)c1cccc(F)c1
Kohn-Sham gap   9.645 eV
Spin multiplicity   1

The geometry in XYZ format:
```
48
Properties=species:S:1:pos:R:3:forces:R:3
C 0.89649 -0.79310 2.12384 0.2872 -1.0030 -0.1654
N 0.59301 0.07976 3.24232 -1.1632 0.2811 -0.0247
C 0.48630 -0.46328 4.48680 0.6428 -0.3618 0.2213
C 0.30694 0.52627 5.36298 0.6366 0.2648 0.1033
N 0.32237 1.69228 4.64827 -0.3996 -0.1649 -0.0487
C 0.39925 2.99412 5.41628 -0.4954 -0.2673 -0.2515
C 1.10019 3.99456 4.52182 -0.0261 0.3067 0.1221
C 1.22561 2.87173 6.71251 0.0800 -0.0680 0.1260
C -1.06990 3.25759 5.71781 -0.0989 0.3636 0.0644
C 0.27285 1.39249 3.31928 1.2757 -2.4311 2.7347
C -0.18524 2.17797 2.23401 -0.6597 2.2795 -2.2040
C 1.01928 2.38311 1.26421 0.6847 0.4008 0.7861
C 1.10954 2.86739 -0.04470 -0.5824 -0.2291 0.5913
C 2.34015 2.86752 -0.70232 -0.3632 0.0575 0.2147
C 3.50328 2.38559 -0.11634 -0.3392 -0.1240 0.1623
C 3.41287 1.98694 1.20133 0.6634 -0.2316 -0.2149
F 4.49480 1.41122 1.82666 -0.9386 0.8394 -0.4217
C 2.22844 2.09654 1.89475 1.1195 -0.4843 0.5393
C -1.53290 1.67116 1.64357 0.0729 -0.2074 0.8110
C -2.31868 2.45221 0.79679 0.1974 -0.1972 -0.1090
C -3.55252 1.95598 0.35149 0.4195 0.2375 0.1770
C -4.01886 0.68736 0.72126 0.1026 0.4577 -0.1724
C -3.23268 -0.05879 1.57484 -0.3612 -0.1680 0.1544
F -3.62360 -1.31930 1.95965 0.3672 1.3089 -0.2793
C -2.05946 0.46227 2.09636 -0.0797 -0.8535 -0.1597
H 1.68913 -0.41994 1.46633 -0.5389 0.2829 0.1270
H 1.32123 -1.65336 2.63996 0.0885 -0.1974 -0.3816
H 0.01338 -1.16722 1.58904 0.2248 0.5518 0.0004
H 0.66477 -1.49199 4.64297 0.0092 -0.7670 0.1742
H 0.28093 0.53937 6.42830 0.0013 -0.1907 0.2429
H 0.65120 3.99768 3.53397 0.3477 0.5146 0.1473
H 0.99509 4.99667 4.95951 0.2346 -0.2781 -0.1824
H 2.15846 3.70740 4.43024 -0.3016 0.3573 0.0103
H 0.78839 2.23124 7.49203 0.0238 0.1558 -0.3564
H 2.26595 2.55744 6.53693 -0.3784 0.0102 -0.0915
H 1.27576 3.87996 7.14943 -0.0678 -0.2439 -0.1915
H -1.41197 2.51209 6.45487 -0.0442 0.3937 -0.2580
H -1.20308 4.26810 6.11447 -0.1582 -0.1860 0.0101
H -1.65394 3.12619 4.79324 0.0068 0.2548 0.3943
H -0.40257 3.10810 2.77182 -0.4082 0.1519 -0.9699
H 0.21800 3.27859 -0.50170 0.1069 -0.2345 -0.3303
H 2.36974 3.23981 -1.70703 0.0745 0.1018 -0.3425
H 4.42455 2.31721 -0.66154 0.2600 -0.0084 -0.1254
H 2.34920 1.90415 2.96728 -0.2741 -0.1550 -0.5531
H -1.94541 3.43816 0.50366 -0.3621 -0.3264 -0.0354
H -4.14364 2.60707 -0.28710 -0.0470 -0.2940 0.0655
H -4.97797 0.32672 0.37789 0.0515 -0.0877 -0.0518
H -1.59486 -0.17761 2.83383 0.1088 0.1882 -0.0586
```
Positions in Å, forces in eV/Å.